{
  "formula": "C18H25F4NO18",
  "method": "ωB97M-V with the def2-TZVPD basis set",
  "species": ["F", "F", "F", "F", "O", "O", "O", "O", "O", "O", "O", "O", "O", "O", "O", "O", "O", "O", "O", "O", "O", "O", "N", "C", "C", "C", "C", "C", "C", "C", "C", "C", "C", "C", "C", "C", "C", "C", "C", "C", "C", "H", "H", "H", "H", "H", "H", "H", "H", "H", "H", "H", "H", "H", "H", "H", "H", "H", "H", "H", "H", "H", "H", "H", "H", "H"],
  "coordinates": [[16.66928, 23.06550, 3.21698], [11.70218, 16.74633, 8.13599], [11.77148, 18.81353, 1.55907], [19.37808, 15.32388, 2.74808], [12.61474, 18.86930, 4.40137], [18.89916, 17.37027, 3.56966], [15.69285, 21.20907, 0.47441], [12.25763, 16.68757, -0.87321], [14.89684, 19.31977, 1.42765], [15.02315, 12.33212, 2.42340], [8.06032, 20.57958, 1.61581], [18.83639, 19.60404, 3.12812], [9.46439, 18.85825, 1.80317], [12.45352, 17.50790, 6.19619], [9.32448, 19.89440, -0.12961], [11.66121, 19.59336, 6.31533], [15.61583, 14.46047, 2.71519], [14.39774, 16.40731, -0.31680], [17.84396, 18.14456, 1.79160], [15.84508, 20.98195, 2.66959], [10.09533, 13.47600, 2.45474], [11.46011, 15.23408, 2.34484], [13.77164, 16.69352, 2.57518], [18.56749, 18.46922, 2.86477], [17.82713, 16.72499, 1.62320], [10.57999, 18.37155, 1.06960], [10.35655, 18.90422, -0.34068], [10.37128, 14.74495, 4.43295], [15.35866, 13.29547, 3.13527], [13.87557, 18.29990, -1.69101], [18.36014, 16.23584, 2.96511], [13.46995, 16.97252, -0.95095], [10.63236, 14.47794, 2.94814], [15.44108, 20.35790, 1.52949], [16.73262, 22.03612, 2.32226], [16.12470, 22.45574, 1.01190], [8.85666, 19.83240, 1.12017], [12.33614, 17.80832, 7.56864], [15.42941, 13.03212, 4.64464], [12.25397, 18.65472, 5.49827], [11.59640, 19.11934, 7.63610], [14.70948, 18.09577, -2.36187], [9.38207, 14.46459, 4.78749], [14.12853, 19.02688, -0.92121], [14.49232, 13.28898, 5.15216], [12.02313, 19.88275, 8.28963], [10.60923, 15.75377, 4.78840], [11.17085, 14.16804, 4.91350], [9.88152, 18.22512, -1.04880], [17.61786, 15.73356, 3.58763], [13.30513, 17.93114, 8.06033], [11.24840, 19.26224, -0.84667], [12.86885, 16.17932, 2.40605], [10.55140, 17.28565, 1.17190], [12.99008, 18.59773, -2.25775], [18.57155, 16.49447, 0.85715], [10.55331, 18.99251, 7.94877], [14.56182, 16.03921, 2.73621], [17.77908, 21.74812, 2.21507], [16.13045, 13.71521, 5.14201], [14.02285, 17.15206, 1.68782], [13.72194, 17.37517, 3.32294], [15.32008, 23.18902, 1.05426], [16.88377, 16.25029, 1.34920], [15.65625, 12.00879, 4.94050], [16.89830, 22.78718, 0.31569]],
  "lumo_ev": 3.6,
  "charge": -2,
  "e_homo_ev": -2.48,
  "de_lowest_ev": 1.349,
  "multiplicity": 1
}


{
  "formula": "C3H35HfO16",
  "method": "ωB97M-V with the def2-TZVPD basis set",
  "species": ["Hf", "O", "O", "O", "O", "O", "O", "O", "O", "O", "O", "O", "O", "O", "O", "O", "O", "C", "C", "C", "H", "H", "H", "H", "H", "H", "H", "H", "H", "H", "H", "H", "H", "H", "H", "H", "H", "H", "H", "H", "H", "H", "H", "H", "H", "H", "H", "H", "H", "H", "H", "H", "H", "H", "H"],
  "coordinates": [[-5.47867, -2.21056, -27.22949], [-3.86643, 3.52055, -24.26394], [-7.31964, -1.95819, -27.83333], [-1.92660, 3.34826, -26.62109], [-7.72972, 3.82712, -26.59975], [-5.66121, -0.33915, -26.56121], [-3.51622, -1.92635, -27.49137], [-4.76777, -2.44175, -25.10869], [-5.33682, -0.83005, -29.16583], [-4.90105, 3.65824, -26.96680], [-7.39724, -2.01218, -25.13617], [-8.62495, 1.26655, -25.66125], [-2.59041, 1.21914, -24.59501], [-1.49129, 0.66929, -27.75227], [-3.95791, 1.71521, -28.62928], [-5.82623, 1.00655, -22.27006], [-6.64452, 2.97618, -23.99653], [-8.29329, -2.64389, -28.55397], [-2.66178, -2.92149, -27.16857], [-5.35463, 0.74052, -25.77887], [-4.15708, -2.97310, -24.63731], [-3.63735, 2.59880, -24.29983], [-7.20422, 3.68770, -23.70072], [-3.36146, 1.98269, -29.26133], [-6.78427, 2.98358, -24.92726], [-8.85309, 0.90631, -26.50755], [-2.16085, 2.68650, -25.96248], [-7.83412, -3.19305, -29.35336], [-0.81054, 1.34455, -27.60014], [-5.53182, 0.41704, -24.80186], [-7.70074, 1.07057, -25.62235], [-2.74326, 0.34334, -24.23629], [-4.47314, -0.60518, -29.49924], [-4.81884, 4.60301, -26.81555], [-5.26677, -2.14052, -24.37181], [-2.13149, -2.51885, -26.33129], [-4.40309, 1.18891, -26.09454], [-5.47101, 0.38134, -22.84403], [-7.40542, 3.47077, -27.38564], [-4.13796, 2.44670, -27.98063], [-6.12425, 1.48647, -25.88495], [-9.04524, -1.95470, -28.89095], [-2.25447, 1.15466, -27.58844], [-1.63410, 1.15289, -24.77167], [-7.54331, -1.96873, -24.19983], [-8.64961, 3.61360, -26.65057], [-3.22581, -3.83230, -26.98990], [-5.78330, 0.00762, -29.29117], [-6.05202, 1.67757, -22.90320], [-8.74892, -3.39284, -27.92206], [-2.70925, 3.77212, -26.91692], [-8.24387, -1.75651, -25.45877], [-4.52093, 3.33596, -26.18035], [-2.06294, -3.00428, -28.04517], [-4.80811, 3.44840, -24.08136]],
  "lumo_ev": -4.4,
  "charge": 1,
  "e_homo_ev": -12.90,
  "multiplicity": 1
}


{
  "formula": "C7H12",
  "method": "ωB97M-V with the def2-TZVPD basis set",
  "species": ["C", "C", "C", "C", "C", "C", "C", "H", "H", "H", "H", "H", "H", "H", "H", "H", "H", "H", "H"],
  "coordinates": [[1.70889, -0.48745, -2.00959], [-0.23508, 1.56763, 0.57034], [0.34193, 0.48938, -0.32760], [1.42109, 0.83874, -1.34580], [-2.11094, -1.63533, 1.89211], [-1.16854, 0.78531, 1.39461], [-1.70037, -0.24012, 1.74481], [-0.72979, 2.34089, -0.02576], [1.03506, 1.60707, -2.03518], [2.28999, 1.27557, -0.82914], [2.72393, -0.86779, -1.86459], [0.77681, -0.30993, 0.28031], [0.55958, 2.03743, 1.15917], [-1.52449, -2.19175, 1.14588], [-1.88155, -2.04548, 2.87968], [1.40898, -0.54136, -3.06221], [0.47596, -1.72391, -0.92963], [-0.45724, 0.00942, -0.90176], [-3.17183, -1.79306, 1.67794]],
  "lumo_ev": [0.0, 0.0],
  "e_homo_ev": [-9.01, -9.04],
  "de_lowest_ev": 5.839,
  "multiplicity": 1
}


{
  "formula": "C37H48Cl5GeN5O2RuSSe",
  "method": "ωB97M-V with the def2-TZVPD basis set",
  "species": ["Ru", "Se", "Ge", "Cl", "Cl", "Cl", "Cl", "Cl", "S", "O", "O", "N", "N", "N", "N", "N", "C", "C", "C", "C", "C", "C", "C", "C", "C", "C", "C", "C", "C", "C", "C", "C", "C", "C", "C", "C", "C", "C", "C", "C", "C", "C", "C", "C", "C", "C", "C", "C", "C", "C", "C", "C", "C", "H", "H", "H", "H", "H", "H", "H", "H", "H", "H", "H", "H", "H", "H", "H", "H", "H", "H", "H", "H", "H", "H", "H", "H", "H", "H", "H", "H", "H", "H", "H", "H", "H", "H", "H", "H", "H", "H", "H", "H", "H", "H", "H", "H", "H", "H", "H", "H"],
  "coordinates": [[1.32609, -0.85418, -0.45080], [-1.38968, -0.49517, 0.20151], [0.96963, 1.62249, -0.63866], [-0.84008, -2.81887, -2.58817], [-1.36659, -5.79004, -2.28211], [2.80373, -6.27417, 1.06185], [3.45510, -3.35132, 0.73765], [0.34019, -7.53841, -0.36262], [1.68788, -0.85203, 3.20127], [2.72083, -1.67470, 3.77687], [1.29296, 0.35679, 3.87791], [1.18522, -0.61467, -2.30128], [3.63273, -0.03261, 0.04227], [-3.08564, -4.36390, 3.40785], [4.02096, 0.53698, 2.31598], [2.02179, -0.58415, 1.59432], [1.89419, -0.70137, -3.55277], [-5.31608, -2.02673, 0.23535], [2.89177, 0.46251, -3.67012], [-0.39339, 2.31868, -1.90491], [1.12877, -3.00746, -0.67422], [2.66195, -2.02924, -3.62871], [3.25323, -0.00586, 1.34504], [4.83628, 0.42996, -0.26161], [-0.59282, 3.84107, -1.89371], [-4.09128, 0.46329, 0.09669], [-1.96967, -3.53433, 3.34641], [1.61124, 3.85953, 1.15392], [-1.00796, -1.32160, 3.19664], [0.72172, 2.61445, 1.07087], [0.90142, -0.61281, -4.72314], [-0.68283, -4.08157, 3.31516], [0.66108, -5.84604, -0.51626], [1.74237, -5.27105, 0.13220], [-7.61472, -0.99833, 0.22274], [-0.12165, -5.04565, -1.33474], [-2.12104, -2.14520, 3.28295], [5.21359, 0.99677, 1.97530], [-3.92476, -1.96766, 0.20035], [-3.49733, 1.85201, 0.01872], [-3.17927, -3.27714, 0.23510], [-5.47930, 0.34318, 0.11184], [0.26247, -1.88084, 3.16767], [0.11823, -3.67034, -1.40841], [0.43375, 6.13373, -2.28922], [5.70133, 0.95511, 0.67780], [1.97387, -3.89911, 0.02028], [-6.11149, -0.88940, 0.18766], [0.42647, -3.25976, 3.22588], [0.58724, 4.62425, -2.46696], [2.45767, 5.76508, 2.60907], [-3.30332, -0.70406, 0.13720], [1.64804, 4.46799, 2.55487], [-7.99162, -1.48964, -0.67812], [6.68515, 1.31154, 0.40828], [-1.11521, -0.24386, 3.20912], [-4.19196, 2.58743, 0.42793], [-1.48946, 4.09606, -2.47224], [-3.20139, -3.73731, -0.74983], [2.37110, 1.42023, -3.58928], [0.95662, 1.94671, 1.89984], [2.07560, 3.72925, 3.23876], [3.62205, 0.40736, -2.85987], [-1.33665, 1.82061, -1.65940], [-0.55861, -5.15927, 3.38468], [-2.13978, -3.15061, 0.52543], [1.43077, -3.67035, 3.23432], [0.34933, 0.33097, -4.66648], [-3.11924, -1.71195, 3.30142], [1.43010, -0.65880, -5.68267], [1.50591, 4.29095, -1.97623], [2.63696, 3.59337, 0.86897], [1.27492, 4.62010, 0.43432], [-3.29025, 2.12385, -1.01952], [-0.33670, 2.88743, 1.17232], [3.44153, 5.62418, 2.15046], [-0.77302, 4.17854, -0.86334], [1.29429, 6.67516, -2.69430], [0.34781, 6.38773, -1.22753], [5.11578, 0.37878, -1.30940], [1.94796, 6.56556, 2.06366], [-7.94268, -1.59156, 1.07925], [-2.55424, 1.91010, 0.56013], [-0.12047, 1.97266, -2.91097], [-3.95589, -3.93413, 3.66283], [3.26988, -2.14723, -2.73085], [0.18227, -1.43223, -4.67160], [0.68997, 4.38385, -3.53171], [-5.78675, -3.00772, 0.30083], [2.60965, 6.10408, 3.63824], [-3.65031, -3.96264, 0.93888], [3.41151, 0.41364, -4.63233], [-0.46684, 6.50164, -2.79532], [1.96536, -2.87006, -3.68380], [2.28260, 2.29439, -1.16335], [-8.07835, -0.01321, 0.28983], [5.80328, 1.42690, 2.78290], [-2.95025, -5.29545, 3.75608], [-6.08008, 1.25048, 0.07060], [3.31027, -2.04250, -4.51117], [0.62414, 4.66086, 2.89147]],
  "lumo_ev": [2.3, 0.7],
  "charge": -1,
  "e_homo_ev": [-4.33, -4.86],
  "de_lowest_ev": 0.790,
  "multiplicity": 6
}